[1]
ORCA calculation (ωB97M-V with the def2-TZVPD basis set) on a 6-piece molecular cluster, C39H73IN4O6S overall in a non-equilibrium geometry.

```
! wB97M-V def2-TZVPD RIJCOSX def2/J DEFGRID3
* xyz 0 1
C -1.41 -8.43 1.48
O -0.37 -7.37 1.47
C -1.14 -6.12 1.62
C -0.45 -5.00 0.63
C 0.43 -3.96 1.59
C 0.44 -2.52 0.80
C 1.92 -2.34 0.13
C 1.87 -1.09 -0.98
C 2.58 0.19 -0.25
C 2.41 1.62 -1.03
C 2.21 2.83 0.08
C 3.34 3.22 1.25
I 5.28 2.13 1.33
C 3.07 4.42 2.38
C 4.13 4.80 3.58
C 3.42 4.50 5.06
C 4.36 3.51 6.00
C 4.29 1.93 5.58
N 3.09 1.55 4.73
C 1.65 5.30 2.37
N 1.30 6.42 3.38
S -0.28 6.91 2.74
N -0.63 5.90 1.34
C 0.56 4.96 1.20
C 0.82 3.74 0.09
C -0.42 3.54 -1.01
C -1.91 3.37 -0.37
C -3.17 3.22 -1.45
C -2.77 3.27 -3.07
C -1.18 3.44 -3.42
N -0.03 3.58 -2.46
H -2.17 -8.15 2.35
H -1.93 -8.44 0.43
H -0.82 -9.44 1.71
H -1.08 -5.75 2.73
H -2.27 -6.21 1.31
H -1.32 -4.46 0.06
H 0.30 -5.44 -0.15
H 1.53 -4.38 1.73
H -0.06 -3.81 2.65
H -0.34 -2.52 -0.09
H 0.18 -1.60 1.52
H 2.65 -2.02 1.02
H 2.38 -3.32 -0.32
H 0.75 -0.94 -1.27
H 2.50 -1.47 -1.91
H 3.75 -0.04 -0.23
H 2.26 0.30 0.88
H 3.40 1.82 -1.67
H 1.54 1.53 -1.81
H 4.29 5.98 3.53
H 5.19 4.32 3.47
H 2.33 4.08 4.92
H 3.33 5.52 5.67
H 4.12 3.66 7.16
H 5.48 3.86 5.82
H 4.28 1.29 6.58
H 5.25 1.71 4.91
H 3.23 0.52 4.53
H 3.22 2.01 3.80
H -2.11 3.38 0.81
H -4.30 3.10 -1.08
H -3.65 3.19 -3.86
H -0.91 3.46 -4.58
C -5.18 9.00 2.33
C -4.57 7.69 1.86
C -3.62 7.90 0.69
O -5.61 6.80 1.47
H -5.76 9.47 1.53
H -5.87 8.83 3.16
H -4.40 9.70 2.65
H -4.03 7.21 2.69
H -4.14 8.33 -0.17
H -3.20 6.95 0.36
H -2.80 8.57 0.97
H -6.09 7.21 0.73
C -4.61 -8.31 5.79
C -4.43 -7.28 4.69
C -5.64 -6.36 4.59
O -4.23 -7.94 3.44
H -5.47 -8.95 5.59
H -3.73 -8.97 5.84
H -4.75 -7.84 6.76
H -3.54 -6.68 4.89
H -6.55 -6.94 4.35
H -5.51 -5.63 3.79
H -5.81 -5.83 5.53
H -5.02 -8.47 3.26
C 2.71 -6.49 -4.09
C 3.15 -5.97 -2.73
C 3.31 -7.10 -1.73
O 2.18 -5.04 -2.25
H 1.75 -7.00 -4.03
H 2.59 -5.66 -4.80
H 3.45 -7.19 -4.50
H 4.09 -5.42 -2.83
H 2.36 -7.63 -1.58
H 3.61 -6.70 -0.75
H 4.06 -7.82 -2.06
H 1.33 -5.52 -2.16
C 6.81 1.73 -5.25
C 5.44 1.87 -4.60
C 5.04 3.33 -4.47
O 5.48 1.27 -3.30
H 7.58 2.22 -4.66
H 7.09 0.67 -5.33
H 6.81 2.17 -6.26
H 4.69 1.33 -5.19
H 5.75 3.88 -3.84
H 4.06 3.41 -3.98
H 4.98 3.81 -5.45
H 6.14 1.74 -2.77
C -4.38 0.57 -5.39
C -5.67 1.29 -5.74
C -6.27 0.76 -7.03
O -5.41 2.69 -5.88
H -3.63 0.71 -6.17
H -3.96 0.97 -4.46
H -4.55 -0.50 -5.26
H -6.40 1.17 -4.93
H -5.58 0.91 -7.87
H -7.19 1.30 -7.28
H -6.50 -0.31 -6.95
H -4.77 2.80 -6.60
*
```

Values from the calculation:
E_LUMO: -0.0543 Eh
Structure (SMILES): COCCCCCCCCc1c(I)c(CCCCN)c2nsnc2c1-c1ccccn1.CC(C)O.CC(C)O.CC(C)O.CC(C)O.CC(C)O
Orbital gap: 0.2364 Eh

These are the Mulliken partial charges, in e, on atoms 1 to 8: -0.276 -0.363 -0.287 -0.073 -0.574 -0.568 -0.385 -0.646



[2]
ORCA calculation (ωB97M-V with the def2-TZVPD basis set) on C36H72Hg2N4O4 as an isolated structure in a non-equilibrium geometry.

```
! wB97M-V def2-TZVPD RIJCOSX def2/J DEFGRID3
* xyz 0 1
Hg -0.98 -0.91 -1.17
Hg 1.54 2.25 -0.10
C -0.29 -2.91 1.28
C -1.66 -3.56 0.93
C -2.49 -3.07 2.20
C -4.05 -3.22 2.14
C -4.57 -2.65 0.89
C -3.89 -3.09 -0.42
N -2.38 -2.98 -0.21
O -1.61 -3.11 -1.44
C -4.33 -2.09 -1.54
C -4.36 -4.40 -0.89
C -1.56 -5.14 0.89
H 0.55 -3.05 0.61
H -0.02 -3.22 2.29
H -0.60 -1.87 1.29
H -2.32 -2.00 2.33
H -2.06 -3.72 2.96
H -4.49 -2.62 2.94
H -4.21 -4.28 2.34
H -4.47 -1.59 1.13
H -5.62 -2.92 0.76
H -3.80 -2.24 -2.48
H -4.15 -1.07 -1.21
H -5.41 -2.19 -1.66
H -3.80 -4.83 -1.72
H -5.36 -4.42 -1.33
H -4.31 -5.10 -0.06
H -1.58 -5.51 -0.13
H -2.39 -5.51 1.50
H -0.57 -5.51 1.17
C -0.10 1.16 -5.08
C -0.61 0.01 -4.20
C -1.08 -1.27 -5.05
C 0.22 -1.95 -5.61
C 1.03 -2.45 -4.45
C 1.59 -1.29 -3.54
N 0.40 -0.39 -3.18
O 0.81 0.60 -2.13
C 2.87 -0.63 -4.16
C 2.13 -2.05 -2.30
C -2.04 0.49 -3.55
H -0.80 1.32 -5.90
H 0.90 1.12 -5.51
H -0.18 2.16 -4.65
H -1.92 -0.95 -5.67
H -1.44 -2.08 -4.41
H 0.85 -1.25 -6.15
H -0.04 -2.83 -6.20
H 1.99 -2.77 -4.86
H 0.50 -3.17 -3.82
H 3.19 0.16 -3.49
H 2.70 -0.41 -5.21
H 3.69 -1.35 -4.14
H 1.98 -3.12 -2.15
H 1.58 -2.02 -1.36
H 3.20 -1.88 -2.12
H -1.73 1.20 -2.79
H -2.33 -0.38 -2.96
H -2.80 0.80 -4.26
C -3.32 1.97 -0.02
C -1.99 2.73 0.49
C -2.48 4.00 1.29
C -2.82 3.82 2.84
C -1.54 3.23 3.44
C -1.11 1.87 2.75
N -0.90 2.02 1.24
O -0.43 0.85 0.58
C -2.19 0.80 3.07
C 0.20 1.48 3.43
C -1.20 3.39 -0.67
H -4.11 2.13 0.72
H -3.16 0.90 -0.19
H -3.77 2.38 -0.93
H -3.39 4.37 0.84
H -1.91 4.93 1.24
H -3.57 3.07 3.08
H -2.99 4.78 3.34
H -1.53 3.08 4.52
H -0.81 4.03 3.38
H -1.86 -0.08 3.63
H -2.55 0.42 2.12
H -3.05 1.13 3.66
H 0.61 0.63 2.89
H -0.01 1.19 4.46
H 1.02 2.20 3.46
H -0.95 2.72 -1.49
H -0.26 3.91 -0.48
H -1.77 4.25 -1.03
C 3.28 4.17 1.84
C 4.21 2.95 1.90
C 4.12 2.55 3.42
C 4.47 1.12 3.79
C 3.75 0.19 2.80
C 3.96 0.48 1.28
N 3.85 1.95 0.94
O 4.03 2.32 -0.48
C 2.83 -0.33 0.48
C 5.32 -0.17 0.78
C 5.73 3.43 1.74
H 3.33 4.55 0.82
H 3.54 5.08 2.38
H 2.21 4.04 1.94
H 3.26 2.95 3.96
H 4.85 3.13 3.99
H 4.12 0.78 4.76
H 5.56 1.09 3.78
H 2.72 0.23 3.17
H 4.00 -0.86 2.92
H 3.09 -0.20 -0.57
H 1.81 0.00 0.67
H 2.98 -1.40 0.62
H 6.16 0.39 1.19
H 5.43 -0.15 -0.31
H 5.54 -1.14 1.24
H 6.33 2.52 1.73
H 6.06 4.14 2.49
H 5.97 3.77 0.73
*
```

Values from the calculation:
E_LUMO: -0.0734 Eh
Orbital gap: 0.1819 Eh
Energy above the lowest of the compared OMol25 structures with the same formula, charge and spin: 3.9551 eV

These are the Mulliken partial charges, in e, on atoms 1 to 8: 2.412 1.312 -0.957 1.400 -1.367 -0.793 -1.128 1.332



[3]
ORCA calculation (ωB97M-V with the def2-TZVPD basis set) on a 2-piece molecular cluster, C2H10N2S overall in a non-equilibrium geometry.

```
! wB97M-V def2-TZVPD RIJCOSX def2/J DEFGRID3
* xyz 0 1
C -0.70 3.42 3.16
S -0.49 2.39 1.65
H 0.07 4.17 3.19
H -1.67 3.90 3.16
H -0.70 2.70 3.97
H -1.70 1.82 1.64
N 0.15 -3.45 -3.10
C 0.23 -2.60 -1.89
N 1.53 -2.09 -1.60
H -0.21 -4.41 -3.05
H -0.47 -3.01 -3.77
H -0.57 -1.87 -1.98
H -0.08 -3.26 -1.07
H 2.06 -2.55 -0.87
H 2.07 -1.90 -2.43
*
```

Values from the calculation:
E_LUMO: 0.0365 Eh
Structure (SMILES): NCN.CS
Orbital gap: 0.3651 Eh
Energy above the lowest of the compared OMol25 structures with the same formula, charge and spin: 0.7712 eV

These are the natural (NBO) partial charges, in e, on atoms 1 to 8: -0.716 -0.061 0.227 0.216 0.216 0.117 -0.873 -0.052



[4]
ORCA calculation (ωB97M-V with the def2-TZVPD basis set) on a 2-piece molecular cluster, CHNO2S overall in a non-equilibrium geometry.

```
! wB97M-V def2-TZVPD RIJCOSX def2/J DEFGRID3
* xyz 0 1
C -1.71 -0.07 -0.23
N -0.76 -0.36 0.45
O -2.78 0.26 -0.54
O 0.43 -0.76 0.41
S 1.98 0.98 0.02
H 2.84 -0.04 -0.11
*
```

Values from the calculation:
E_LUMO (spin up / spin down): -0.1101 / -0.1100 Eh
Orbital gap (spin up / spin down): 0.2514 / 0.2515 Eh
Energy above the lowest of the compared OMol25 structures with the same formula, charge and spin: 3.9615 eV

Charges in e, computed with natural (NBO), in the same order as the atoms: 0.785 -0.184 -0.460 -0.281 0.019 0.120



[5]
ORCA calculation (ωB97M-V with the def2-TZVPD basis set) on a 8-piece molecular cluster, H16O8 overall in a non-equilibrium geometry.

```
! wB97M-V def2-TZVPD RIJCOSX def2/J DEFGRID3
* xyz 1 2
O 14.54 -34.73 4.31
H 14.52 -33.79 4.46
H 13.81 -35.07 4.84
O 11.09 -33.03 -0.17
H 11.91 -33.18 0.31
H 11.17 -32.13 -0.49
O 11.13 -36.93 4.59
H 10.72 -37.52 5.23
H 10.40 -36.51 4.14
O 12.78 -35.48 1.39
H 11.95 -35.88 1.66
H 13.17 -35.17 2.21
O 10.70 -35.77 -1.49
H 11.07 -35.08 -0.93
H 9.78 -35.53 -1.59
O 13.02 -38.25 3.22
H 12.37 -37.69 3.63
H 12.78 -39.14 3.49
O 14.71 -35.77 -0.98
H 14.08 -35.60 -0.29
H 15.18 -36.56 -0.69
O 13.02 -32.43 1.92
H 12.33 -32.88 2.41
H 13.55 -32.01 2.60
*
```

Values from the calculation:
E_LUMO (spin up / spin down): -0.1135 / -0.4073 Eh
Orbital gap (spin up / spin down): 0.4194 / 0.0973 Eh
Energy above the lowest of the compared OMol25 structures with the same formula, charge and spin: 1.1901 eV

These are the natural (NBO) partial charges, in e, on atoms 1 to 8: -0.940 0.468 0.475 -0.955 0.493 0.496 -0.954 0.498



[6]
ORCA calculation (ωB97M-V with the def2-TZVPD basis set) on C52H64N2O2PtSSb2Si2 as an isolated structure in a non-equilibrium geometry.

```
! wB97M-V def2-TZVPD RIJCOSX def2/J DEFGRID3
* xyz 2 1
Pt -0.36 0.19 0.47
C 2.49 -0.20 3.79
Sb 2.09 0.54 1.84
C 3.72 -0.51 1.00
C 2.88 2.52 2.20
C 2.37 3.00 3.52
C 3.18 2.87 4.65
C 2.73 3.28 5.90
C 1.46 3.82 6.04
C 0.65 3.94 4.92
C 1.10 3.54 3.66
C 0.22 3.73 2.46
Sb -1.14 2.11 2.12
C -2.61 3.29 1.16
C -2.05 1.90 4.01
H 3.54 0.03 3.96
H 2.35 -1.28 3.79
H 1.88 0.25 4.56
H 4.63 -0.03 1.36
H 3.67 -0.50 -0.08
H 3.66 -1.54 1.36
H 2.61 3.14 1.34
H 3.96 2.36 2.20
H 4.18 2.47 4.55
H 3.38 3.19 6.76
H 1.10 4.14 7.00
H -0.34 4.37 5.02
H 0.80 3.84 1.54
H -0.43 4.60 2.57
H -3.00 3.97 1.92
H -3.41 2.67 0.77
H -2.16 3.85 0.35
H -2.62 2.81 4.17
H -1.30 1.77 4.78
H -2.71 1.04 4.00
O 1.94 0.81 -0.73
S 2.02 1.08 -2.23
C 1.55 -0.50 -3.01
C 2.33 -1.69 -2.53
C 3.44 -2.15 -3.24
C 4.19 -3.22 -2.76
C 3.84 -3.83 -1.57
C 2.73 -3.39 -0.86
C 1.98 -2.32 -1.33
C 3.79 1.12 -2.60
C 4.52 1.99 -1.60
C 5.69 1.52 -1.02
C 6.39 2.31 -0.11
C 5.93 3.57 0.22
C 4.75 4.05 -0.36
C 4.05 3.26 -1.26
H 1.66 -0.33 -4.08
H 0.50 -0.60 -2.74
H 3.70 -1.70 -4.19
H 5.05 -3.56 -3.32
H 4.43 -4.66 -1.19
H 2.44 -3.90 0.05
H 1.11 -1.98 -0.79
H 3.86 1.53 -3.61
H 4.17 0.10 -2.58
H 6.07 0.55 -1.30
H 7.31 1.93 0.32
H 6.48 4.19 0.92
H 4.40 5.04 -0.11
H 3.14 3.64 -1.71
C -0.12 -2.97 1.78
Si -0.98 -1.38 2.17
C -0.49 -0.94 3.94
C -2.83 -1.46 2.30
H -0.51 -3.75 2.45
H 0.96 -2.87 1.94
H -0.30 -3.28 0.76
H -1.35 -1.10 4.59
H -0.15 0.09 4.09
H 0.31 -1.59 4.29
H -3.08 -2.13 3.12
H -3.31 -1.83 1.40
H -3.25 -0.47 2.52
N -1.76 4.59 -4.02
C -1.48 3.67 -3.08
C -0.60 3.95 -2.01
C -0.34 2.98 -1.08
N -0.89 1.75 -1.10
C -1.72 1.48 -2.13
C -2.02 2.38 -3.11
H -1.38 5.52 -3.98
H -2.42 4.39 -4.75
H -0.13 4.93 -1.92
H 0.37 3.17 -0.29
H -2.14 0.49 -2.14
H -2.69 2.08 -3.92
O -1.16 -1.20 -0.80
Si -2.48 -2.05 -1.35
C -4.06 -1.05 -1.36
C -4.26 0.01 -0.46
C -5.46 0.72 -0.43
C -6.48 0.37 -1.31
C -6.29 -0.66 -2.22
C -5.09 -1.36 -2.24
C -2.87 -3.65 -0.43
C -4.06 -3.83 0.28
C -4.27 -4.96 1.06
C -3.29 -5.94 1.14
C -2.11 -5.80 0.41
C -1.90 -4.66 -0.35
C -2.14 -2.68 -3.09
C -2.53 -3.95 -3.52
C -2.23 -4.38 -4.81
C -1.52 -3.57 -5.67
C -1.12 -2.30 -5.26
C -1.44 -1.86 -3.99
H -3.47 0.27 0.24
H -5.60 1.52 0.28
H -7.42 0.91 -1.28
H -7.08 -0.92 -2.91
H -4.96 -2.17 -2.95
H -4.86 -3.09 0.22
H -5.19 -5.07 1.62
H -3.44 -6.82 1.75
H -1.35 -6.57 0.45
H -0.97 -4.56 -0.91
H -3.08 -4.61 -2.86
H -2.56 -5.36 -5.13
H -1.26 -3.92 -6.66
H -0.57 -1.66 -5.94
H -1.15 -0.86 -3.69
*
```

Values from the calculation:
E_LUMO (spin up / spin down): -0.2685 / -0.2685 Eh
Orbital gap (spin up / spin down): 0.2001 / 0.2001 Eh
Energy above the lowest of the compared OMol25 structures with the same formula, charge and spin: 0.0000 eV

These are the Mulliken partial charges, in e, on atoms 1 to 8: 3.712 -1.808 0.556 -0.945 -0.875 0.404 -0.487 -0.777